(1)
The following is a quantum chemistry calculation of a 13-piece molecular cluster, H26O13 overall, from the OMol25 dataset.

Results
**LUMO**: -0.28 eV
**Energy relative to the best compared isomer or geometry (same formula, charge and spin)**: 34.8 kcal per mole
**Orbital gap**: 9.942 eV

The geometry in XYZ format:
```
39
Properties=species:S:1:pos:R:3:lowdin_charge:R:1
O -2.14 -1.27 1.48 -0.08
H -2.65 -1.66 2.20 0.07
H -2.60 -0.41 1.28 0.03
O 3.21 -1.93 -2.07 -0.05
H 3.84 -2.59 -1.77 0.05
H 3.20 -1.25 -1.38 0.03
O 0.69 -0.67 0.92 -0.06
H 0.87 -0.16 0.11 0.06
H -0.24 -0.47 1.14 0.04
O 3.34 1.82 -1.10 -0.04
H 3.85 1.45 -0.37 0.05
H 3.96 2.38 -1.58 0.07
O 0.84 2.56 -1.99 -0.07
H 1.73 2.30 -1.68 0.00
H 0.87 2.50 -2.95 0.06
O -1.32 2.60 -0.07 -0.07
H -0.60 3.07 -0.53 0.04
H -1.39 3.02 0.80 0.07
O -1.83 0.70 3.93 -0.05
H -0.93 0.37 3.80 0.03
H -2.38 -0.09 3.94 0.02
O -2.48 -3.06 -0.70 -0.08
H -2.51 -2.67 -1.57 0.02
H -2.32 -2.30 -0.09 -0.01
O -1.69 0.93 -2.57 -0.08
H -1.40 1.60 -1.93 -0.02
H -0.93 0.32 -2.71 -0.01
O 0.55 -0.87 -2.91 -0.04
H 0.73 -1.59 -3.53 0.06
H 0.98 -1.15 -2.09 0.02
O 0.16 -3.11 2.34 -0.07
H 1.00 -3.38 2.72 0.03
H 0.39 -2.47 1.63 0.00
O 2.54 1.17 2.30 -0.07
H 3.32 0.79 2.71 0.03
H 1.90 0.43 2.23 0.00
O -3.53 0.73 0.27 -0.06
H -4.27 1.13 -0.20 0.06
H -2.73 1.24 -0.02 0.02
```

=====

(2)
The following is a quantum chemistry calculation of an isolated molecule of C3H4S2, from the OMol25 dataset.

Results
**LUMO**: 0.62 eV
**Energy relative to the best compared isomer or geometry (same formula, charge and spin)**: 48.9 kcal per mole
**Orbital gap**: 9.927 eV
**SMILES string**: C#CC(S)S

The geometry in XYZ format:
```
9
Properties=species:S:1:pos:R:3:lowdin_charge:R:1
C -1.32 1.64 -0.13 0.11
C -0.63 0.66 -0.02 -0.35
C 0.25 -0.47 0.24 -1.10
S 1.61 -0.20 -0.86 0.69
S -0.65 -2.06 -0.12 0.70
H -1.92 2.57 -0.11 0.06
H 0.60 -0.33 1.32 0.10
H 1.73 1.13 -0.32 -0.05
H 0.33 -2.94 0.00 -0.16
```

=====

(3)
The following is a quantum chemistry calculation of a 2-piece molecular cluster, C2H7N2O2 overall, from the OMol25 dataset.

Results
**LUMO**: 4.44 eV
**Charge**: -1
**Energy relative to the best compared isomer or geometry (same formula, charge and spin)**: 16.9 kcal per mole
**Orbital gap**: 8.699 eV

The geometry in XYZ format:
```
13
Properties=species:S:1:pos:R:3:lowdin_charge:R:1
N 0.96 -1.12 -2.05 -0.03
C 1.05 -1.26 -0.59 -0.39
N 1.43 -0.07 0.14 0.01
H 1.67 -0.47 -2.35 0.04
H 0.06 -0.73 -2.31 0.05
H 1.78 -2.04 -0.34 0.08
H 0.09 -1.58 -0.21 0.09
H 0.62 0.36 0.59 0.00
H 2.26 0.45 -0.05 0.04
O -1.81 0.39 0.06 -0.13
C -1.53 0.75 1.22 -0.69
O -0.59 1.50 1.59 -0.16
H -2.19 0.39 2.06 0.09
```

=====

(4)
The following is a quantum chemistry calculation of an isolated molecule of C8H12N2, from the OMol25 dataset.

Results
**LUMO**: 0.08 eV
**Energy relative to the best compared isomer or geometry (same formula, charge and spin)**: 118.9 kcal per mole
**Orbital gap**: 9.255 eV
**SMILES string**: CCC1=NN=C2[C@H]1C2(C)C

The geometry in XYZ format:
```
22
Properties=species:S:1:pos:R:3:lowdin_charge:R:1
C -2.31 1.06 1.77 -0.09
C -1.26 1.76 0.90 -0.25
C -0.07 1.02 0.80 -0.34
N 0.71 0.74 1.85 0.09
N 1.66 -0.04 1.44 0.02
C 1.81 -0.07 0.14 -0.12
C 0.51 0.66 -0.42 -0.02
C 1.11 -0.85 -0.84 -0.41
C 1.56 -0.86 -2.31 -0.03
C 0.48 -2.19 -0.49 -0.04
H -2.24 0.06 1.38 0.06
H -3.23 1.67 1.66 0.09
H -1.98 1.09 2.83 0.09
H -1.23 2.70 1.47 0.13
H -1.74 2.01 -0.05 0.12
H 0.43 1.30 -1.36 0.17
H 0.59 -0.85 -2.89 0.11
H 2.09 -1.80 -2.33 0.08
H 2.09 0.02 -2.46 0.05
H -0.52 -2.31 -1.01 0.10
H 0.33 -2.02 0.62 0.09
H 1.21 -3.08 -0.70 0.12
```

=====

(5)
The following is a quantum chemistry calculation of a 2-piece molecular cluster, C6H13NO overall, from the OMol25 dataset.

Results
**LUMO**: 0.89 eV
**Energy relative to the best compared isomer or geometry (same formula, charge and spin)**: 58.1 kcal per mole
**Orbital gap**: 9.308 eV
**SMILES string**: C=CNC/C=C/C.O

The geometry in XYZ format:
```
21
Properties=species:S:1:pos:R:3:lowdin_charge:R:1
C -0.32 1.88 -1.56 -0.05
C 0.72 1.76 -0.74 -0.25
N 1.67 0.75 -0.78 -0.05
C 1.99 0.06 0.50 -0.19
C 1.06 -1.09 0.78 -0.11
C -0.03 -1.45 0.12 -0.16
C -0.86 -2.61 0.61 -0.10
H -0.63 1.13 -2.28 0.06
H -0.94 2.76 -1.53 0.05
H 0.84 2.49 0.05 0.12
H 1.44 0.10 -1.52 0.11
H 3.05 -0.16 0.41 0.11
H 1.78 0.80 1.27 0.12
H 1.30 -1.52 1.75 0.11
H -0.52 -0.75 -0.55 0.08
H -1.65 -2.86 -0.09 0.06
H -0.23 -3.46 0.87 0.07
H -1.38 -2.27 1.51 0.07
O -2.43 1.83 0.55 -0.07
H -1.99 1.55 -0.27 -0.02
H -2.87 1.04 0.89 0.03
```

=====

(6)
The following is a quantum chemistry calculation of a 6-piece molecular cluster, C15H41NO6 overall, from the OMol25 dataset.

Results
**LUMO**: -0.17 eV
**Energy relative to the best compared isomer or geometry (same formula, charge and spin)**: 165.3 kcal per mole
**Orbital gap**: 9.272 eV

The geometry in XYZ format:
```
63
Properties=species:S:1:pos:R:3:lowdin_charge:R:1
C -3.02 2.10 0.83 0.03
C -1.75 3.01 0.68 -0.33
O -1.80 4.09 1.34 0.07
N -0.69 2.62 -0.23 0.07
H 0.24 2.94 -0.23 0.13
H -0.52 1.52 -0.01 0.12
C -1.11 2.44 -1.67 0.02
H -3.83 2.20 0.14 0.07
H -3.42 2.61 1.98 0.20
H -2.82 1.09 0.87 0.02
H -1.72 1.65 -1.66 0.03
H -0.44 1.64 -2.22 0.16
H -1.42 3.38 -2.13 0.11
O 0.07 0.06 0.00 -0.32
H 0.52 -0.73 0.05 -0.04
C 1.02 -2.85 -4.10 -0.04
C 1.02 -2.11 -2.77 -0.62
C 2.42 -1.80 -2.31 -0.02
O 0.28 -1.01 -2.84 -0.01
H -0.02 -3.26 -4.39 0.11
H 1.51 -3.89 -3.99 0.11
H 1.47 -2.30 -4.80 0.02
H 0.61 -2.73 -2.09 0.10
H 2.28 -1.42 -1.33 0.05
H 2.80 -1.03 -3.21 0.17
H 2.97 -2.68 -2.37 0.05
H 0.09 -0.58 -2.04 0.02
C -3.85 -3.19 -0.07 -0.06
C -2.85 -2.25 -0.70 -0.41
C -3.46 -1.22 -1.66 -0.07
O -2.34 -1.35 0.39 -0.11
H -3.55 -3.18 1.07 0.12
H -3.78 -4.17 -0.46 0.04
H -4.95 -2.81 -0.24 0.11
H -2.15 -2.86 -1.20 0.11
H -2.75 -0.68 -2.21 0.03
H -4.19 -0.49 -1.58 0.05
H -3.74 -1.81 -2.65 0.12
H -1.69 -0.69 0.14 0.00
C 4.57 1.57 -0.78 -0.04
C 3.28 1.40 0.02 -0.52
C 3.27 2.45 1.10 -0.03
O 2.19 1.58 -0.79 -0.10
H 5.25 0.92 -0.35 0.04
H 5.13 2.58 -0.88 0.12
H 4.46 1.30 -1.84 0.08
H 2.97 0.40 0.45 0.15
H 3.37 3.27 0.75 -0.03
H 3.97 2.03 1.77 0.08
H 2.19 2.32 1.58 0.12
H 1.36 1.11 -0.57 0.01
C 1.38 0.28 4.51 -0.07
C 0.30 -0.24 3.57 -0.45
C -1.00 -0.71 4.28 -0.02
O 0.15 0.89 2.68 -0.13
H 1.11 1.09 5.24 0.09
H 2.28 0.73 4.05 0.08
H 1.54 -0.47 5.28 0.07
H 0.63 -0.95 2.81 0.13
H -0.79 -1.49 4.93 0.05
H -1.68 -1.00 3.47 0.07
H -1.39 0.19 4.63 0.06
H -0.02 0.50 1.78 0.03
```

=====

(7)
The following is a quantum chemistry calculation of an isolated molecule of C4H6FN, from the OMol25 dataset.

Results
**LUMO**: 0.98 eV
**Energy relative to the best compared isomer or geometry (same formula, charge and spin)**: 59.4 kcal per mole
**Orbital gap**: 10.871 eV
**SMILES string**: C#C[C@@](C)(N)F

The geometry in XYZ format:
```
12
Properties=species:S:1:pos:R:3:lowdin_charge:R:1
C -1.13 -2.35 -0.24 0.06
C -0.43 -1.42 -0.56 -0.04
C 0.52 -0.04 -0.49 -0.64
C -0.53 1.00 0.01 -0.02
N 1.65 -0.34 0.19 0.12
F 0.69 0.21 -1.83 0.00
H -1.93 -2.98 -0.46 0.00
H -0.55 0.76 1.10 0.10
H -0.17 1.96 -0.41 0.09
H -1.56 0.70 -0.42 0.11
H 2.44 -0.74 -0.38 0.14
H 1.96 0.38 0.77 0.07
```

=====

(8)
The following is a quantum chemistry calculation of C36H36BCl5F4N7O2Re as an isolated structure, from the OMol25 dataset.

Results
**LUMO (spin up / spin down)**: -3.45 / -4.45 eV
**Charge**: +1
**Energy relative to the best compared isomer or geometry (same formula, charge and spin)**: 1.6 kcal per mole
**Orbital gap (spin up / spin down)**: 7.872 / 6.889 eV
**Multiplicity**: 4

The geometry in XYZ format:
```
92
Properties=species:S:1:pos:R:3:lowdin_charge:R:1
Re 0.60 0.64 -1.02 1.76
C 0.49 -2.35 5.56 -0.05
C 0.64 -0.88 5.18 -0.55
C 2.09 -0.42 5.43 -0.02
C -0.31 -0.04 6.05 -0.05
C 0.39 -0.66 3.70 -0.12
C 0.74 -1.61 2.75 0.04
C 0.63 -1.32 1.41 -0.14
N 0.16 -0.15 0.94 -0.04
C -0.21 0.77 1.85 -0.17
C -0.12 0.54 3.21 0.08
C -0.59 2.09 1.31 -0.16
C -1.25 3.05 2.04 0.07
C -1.45 4.33 1.52 -0.12
C -0.92 4.57 0.25 0.04
C -0.29 3.56 -0.45 -0.08
N -0.17 2.32 0.05 -0.03
C -2.21 5.38 2.30 -0.55
C -3.71 5.03 2.20 -0.03
C -1.78 5.37 3.78 -0.04
C -1.98 6.78 1.74 -0.05
H 0.65 -2.46 6.63 0.09
H 1.24 -2.98 5.07 0.08
H -0.50 -2.73 5.32 0.10
H 2.32 -0.51 6.49 0.10
H 2.24 0.62 5.13 0.09
H 2.80 -1.03 4.87 0.09
H -0.18 -0.32 7.09 0.09
H -1.36 -0.22 5.78 0.10
H -0.11 1.03 5.97 0.08
H 1.16 -2.57 3.03 0.13
H 0.95 -2.04 0.67 0.07
H -0.38 1.34 3.89 0.11
H -1.60 2.81 3.03 0.12
H -1.00 5.54 -0.22 0.12
H 0.14 3.72 -1.42 0.09
H -3.91 4.02 2.57 0.09
H -4.06 5.09 1.17 0.09
H -4.29 5.73 2.80 0.10
H -2.09 4.46 4.29 0.08
H -2.26 6.20 4.30 0.09
H -0.70 5.48 3.88 0.10
H -2.35 6.89 0.72 0.09
H -0.93 7.06 1.77 0.10
H -2.54 7.50 2.35 0.09
O 3.00 0.87 -3.50 0.08
C 2.43 1.85 -3.10 -0.38
O 1.33 1.86 -2.34 -0.33
H 2.77 2.88 -3.28 0.15
Cl -1.11 -2.38 -0.86 0.75
C -1.94 -1.07 -1.62 -0.67
C -1.29 0.15 -1.89 -0.32
C -2.05 1.03 -2.68 -0.67
Cl -1.33 2.44 -3.37 0.75
C -3.38 0.80 -3.04 -0.71
Cl -4.26 1.95 -3.97 0.71
C -4.01 -0.38 -2.65 -0.71
Cl -5.64 -0.67 -3.06 0.73
C -3.27 -1.34 -1.97 -0.71
Cl -4.01 -2.83 -1.57 0.71
F 2.32 1.06 0.07 -0.15
B 3.64 0.87 1.01 -1.12
F 4.66 0.90 0.13 0.21
F 3.53 1.91 1.89 0.19
F 3.39 -0.36 1.58 0.15
C 0.59 -0.99 -4.19 0.02
C 1.53 -1.43 -3.12 -0.32
N 1.61 -0.97 -1.87 -0.08
C 2.69 -1.60 -1.26 -0.08
C 3.22 -2.47 -2.15 0.00
N 2.48 -2.35 -3.30 0.02
C 2.74 -3.09 -4.54 -0.05
N 1.59 -3.82 -4.96 -0.07
N 0.95 -3.48 -6.11 0.06
N -0.06 -4.24 -6.26 0.09
C -0.13 -5.11 -5.19 -0.22
C -1.05 -6.12 -4.89 0.00
C -0.86 -6.82 -3.73 -0.07
C 0.23 -6.54 -2.87 -0.07
C 1.15 -5.56 -3.15 -0.01
C 0.94 -4.85 -4.34 -0.17
H 0.24 0.02 -3.99 0.05
H -0.27 -1.67 -4.25 0.10
H 1.09 -1.01 -5.16 0.09
H 3.01 -1.36 -0.26 0.10
H 4.06 -3.14 -2.06 0.14
H 3.58 -3.75 -4.34 0.15
H 3.01 -2.40 -5.34 0.15
H -1.88 -6.33 -5.56 0.12
H -1.54 -7.62 -3.46 0.11
H 0.34 -7.13 -1.97 0.11
H 1.97 -5.35 -2.48 0.11
```

=====

(9)
The following is a quantum chemistry calculation of a 7-piece molecular cluster, C4H24N3O6 overall, from the OMol25 dataset.

Results
**LUMO**: -2.71 eV
**Charge**: +1
**Energy relative to the best compared isomer or geometry (same formula, charge and spin)**: 0.0 kcal per mole
**Orbital gap**: 9.544 eV

The geometry in XYZ format:
```
37
Properties=species:S:1:pos:R:3:lowdin_charge:R:1
C -1.31 -1.76 0.72 -0.16
C -1.86 -2.23 -0.62 -0.18
C -1.28 -1.53 -1.91 -0.18
N -0.01 1.85 -1.96 0.06
C -0.05 0.56 -1.91 -0.29
N -1.27 -0.07 -1.64 -0.03
N 0.17 -1.79 0.76 0.17
H -1.64 -2.07 1.68 0.12
H -1.70 -0.71 0.77 0.11
H -1.62 -3.28 -0.84 0.11
H -3.00 -2.05 -0.60 0.15
H -0.27 -2.07 -1.97 0.14
H -2.01 -1.86 -2.65 0.11
H -0.98 2.34 -1.95 0.09
H 0.92 -0.07 -1.81 0.12
H -2.12 0.49 -1.81 0.15
H 0.72 -1.35 -0.04 0.13
H 0.54 -1.46 1.64 0.07
H 0.55 -2.71 0.63 0.17
H 0.95 1.50 1.44 0.09
H 2.42 1.96 1.59 0.04
O 1.91 1.15 1.57 -0.06
H 2.93 -0.36 -0.26 -0.01
H 3.40 -1.37 -1.12 0.09
O 2.83 -1.33 -0.29 -0.11
H -0.23 4.46 0.76 0.04
H -0.86 3.16 -0.06 -0.07
O -0.35 3.56 0.56 -0.02
H 3.11 1.31 -2.02 0.07
H 2.48 1.90 -0.58 0.02
O 2.87 1.23 -1.11 -0.05
H -2.41 2.53 1.25 0.05
H -2.70 1.18 0.74 0.04
O -2.06 1.88 0.66 -0.06
H 0.20 -0.91 4.00 0.10
H 1.08 -0.62 3.01 0.04
O 0.71 -1.45 3.36 -0.04
```

=====

(10)
The following is a quantum chemistry calculation of C28H42N5O6PS3V as an isolated structure, from the OMol25 dataset.

Results
**LUMO (spin up / spin down)**: 4.30 / 4.30 eV
**Charge**: -2
**Energy relative to the best compared isomer or geometry (same formula, charge and spin)**: 10.2 kcal per mole
**Orbital gap (spin up / spin down)**: 5.483 / 6.041 eV
**Multiplicity**: 4

The geometry in XYZ format:
```
86
Properties=species:S:1:pos:R:3:lowdin_charge:R:1
V -0.06 0.10 1.63 0.41
S 1.22 4.16 0.51 0.48
C -0.23 3.43 0.01 -1.14
S -0.46 1.70 -0.23 0.59
C -1.33 4.23 -0.38 -0.43
C -1.31 5.66 -0.29 -0.31
N -1.36 6.81 -0.24 0.09
C -2.54 3.68 -0.90 -0.30
N -3.54 3.31 -1.36 0.11
C 2.72 0.74 0.30 -0.10
N 2.19 0.39 1.62 -0.31
C 2.70 1.35 2.60 -0.09
C 2.62 -0.98 1.96 -0.18
C 1.91 -1.97 1.05 -0.25
C 2.57 -3.11 0.61 -0.07
C 1.92 -4.03 -0.20 -0.14
C 0.62 -3.77 -0.60 -0.13
C -0.01 -2.59 -0.18 -0.14
C 0.58 -1.65 0.68 -0.16
H 3.82 0.59 0.30 0.09
H 2.50 1.79 0.08 0.02
H 2.27 0.12 -0.47 0.06
H 3.80 1.34 2.61 0.09
H 2.33 1.08 3.60 0.08
H 2.34 2.35 2.34 0.04
H 2.35 -1.18 3.00 0.11
H 3.71 -1.06 1.86 0.11
H 3.61 -3.28 0.91 0.09
H 2.43 -4.93 -0.53 0.08
H 0.10 -4.46 -1.25 0.09
H -1.00 -2.40 -0.58 0.07
C -3.18 -2.77 2.95 -0.12
C -3.06 -2.08 1.60 -0.34
S -2.46 -0.37 1.77 0.85
O -3.04 0.12 3.08 -0.49
C -3.46 0.38 0.50 -0.41
C -3.22 -0.17 -0.90 -0.16
H -3.79 -3.68 2.83 0.07
H -3.66 -2.11 3.67 0.06
H -2.20 -3.06 3.33 0.05
H -4.03 -2.00 1.10 0.08
H -2.36 -2.60 0.95 0.06
H -3.19 1.44 0.54 0.05
H -4.48 0.25 0.85 0.09
H -2.15 -0.24 -1.12 0.01
H -3.65 0.52 -1.62 0.06
H -3.67 -1.16 -1.03 0.06
C -0.52 2.17 6.00 -0.02
N -0.42 0.82 5.50 -0.05
C -0.43 -0.27 6.32 -0.08
C -0.30 -1.52 5.85 0.00
C -0.13 -1.74 4.41 -0.51
O -0.02 -2.87 3.95 0.01
N -0.09 -0.61 3.62 0.07
C -0.29 0.62 4.13 -0.55
O -0.33 1.61 3.37 -0.02
H -1.06 2.16 6.95 0.08
H -1.05 2.78 5.28 0.09
H 0.47 2.61 6.15 0.09
H -0.57 -0.05 7.38 0.11
H -0.33 -2.37 6.51 0.10
C -0.83 -0.79 -6.86 -0.10
C -0.93 -0.62 -5.36 -0.36
O 0.09 0.28 -4.94 -0.33
P 0.20 0.46 -3.27 0.88
O 1.10 -0.83 -2.91 -0.33
C 2.41 -1.06 -3.45 -0.29
C 2.49 -2.51 -3.89 -0.07
O 1.35 1.60 -3.30 -0.32
C 0.92 2.97 -3.21 -0.31
C 0.94 3.62 -4.58 -0.08
H -1.56 -1.52 -7.22 0.07
H 0.17 -1.13 -7.14 0.07
H -1.01 0.16 -7.36 0.07
H -0.81 -1.59 -4.87 0.10
H -1.91 -0.23 -5.08 0.11
H 3.13 -0.86 -2.65 0.11
H 2.60 -0.38 -4.27 0.10
H 2.21 -3.17 -3.07 0.06
H 3.51 -2.75 -4.21 0.07
H 1.81 -2.69 -4.73 0.07
H 1.59 3.46 -2.51 0.10
H -0.08 3.01 -2.77 0.08
H 1.94 3.57 -5.01 0.07
H 0.64 4.67 -4.49 0.07
H 0.25 3.11 -5.26 0.06
```

=====

(11)
The following is a quantum chemistry calculation of an isolated molecule of C6H15NS, from the OMol25 dataset.

Results
**LUMO**: 1.04 eV
**Energy relative to the best compared isomer or geometry (same formula, charge and spin)**: 20.1 kcal per mole
**Orbital gap**: 9.770 eV
**SMILES string**: CCNCCCCS

The geometry in XYZ format:
```
23
Properties=species:S:1:pos:R:3:lowdin_charge:R:1
C 2.31 3.31 0.55 -0.10
C 0.99 2.89 1.23 -0.29
N 0.81 1.49 1.52 -0.09
C 0.93 0.52 0.44 -0.24
C 0.42 -0.85 0.95 -0.17
C -0.99 -1.26 0.37 -0.28
C -0.99 -2.39 -0.63 -0.56
S -1.75 -1.90 -2.21 0.67
H 2.99 3.83 1.25 0.06
H 2.21 3.96 -0.33 0.07
H 2.87 2.43 0.25 0.05
H 0.87 3.51 2.11 0.10
H 0.18 3.24 0.55 0.11
H 1.43 1.19 2.26 0.11
H 1.94 0.33 0.08 0.10
H 0.34 0.81 -0.43 0.12
H 0.38 -0.90 2.04 0.10
H 1.16 -1.55 0.56 0.09
H -1.38 -0.32 -0.03 0.09
H -1.67 -1.54 1.17 0.10
H -0.01 -2.77 -0.94 0.07
H -1.57 -3.24 -0.30 0.05
H -3.00 -1.55 -1.87 -0.15
```